Density functional theory data (ωB97M-V with the def2-TZVPD basis set) for a 17-piece molecular cluster, C32H100N2O29 overall.

Element x y z (Å)
C  -33.439  -30.529  -4.778
C  -33.028  -29.155  -4.230
C  -31.919  -29.294  -3.149
O  -32.080  -28.260  -2.167
C  -31.187  -28.484  -1.057
N  -32.735  -28.335  -5.397
H  -33.834  -31.198  -4.014
H  -32.603  -30.951  -5.335
H  -34.279  -30.389  -5.457
H  -33.936  -28.762  -3.773
H  -30.909  -29.446  -3.528
H  -32.078  -30.174  -2.527
H  -30.139  -28.257  -1.252
H  -31.274  -29.531  -0.768
H  -31.574  -27.903  -0.220
H  -31.957  -28.772  -5.871
H  -32.418  -27.416  -5.124
C  -29.365  -32.106  -9.431
C  -28.866  -32.182  -7.989
C  -27.448  -31.778  -7.889
O  -26.630  -32.692  -8.546
C  -25.248  -32.243  -8.574
N  -29.777  -31.351  -7.134
H  -30.428  -32.336  -9.366
H  -28.987  -32.899  -10.077
H  -29.174  -31.135  -9.889
H  -29.038  -33.194  -7.624
H  -27.144  -31.657  -6.849
H  -27.249  -30.774  -8.264
H  -24.579  -33.047  -8.883
H  -24.965  -31.894  -7.581
H  -25.046  -31.336  -9.142
H  -30.692  -31.573  -7.499
H  -29.582  -30.425  -7.488
O  -36.985  -28.217  -3.259
H  -37.839  -27.958  -3.606
H  -36.423  -27.458  -3.414
O  -33.059  -32.111  -1.335
H  -33.836  -32.618  -1.570
H  -33.391  -31.410  -0.774
O  -29.709  -28.576  -7.847
H  -28.830  -28.457  -8.207
H  -30.071  -27.692  -7.799
C  -35.348  -30.636  0.500
C  -35.859  -29.595  -0.450
O  -37.231  -29.488  -0.649
O  -34.001  -30.521  0.779
H  -35.500  -31.638  0.099
H  -35.795  -30.613  1.494
H  -35.406  -29.678  -1.438
H  -35.481  -28.620  -0.143
H  -37.334  -28.799  -1.310
H  -33.794  -29.852  1.436
C  -35.661  -28.099  -9.367
C  -35.074  -27.956  -7.971
O  -33.667  -27.945  -7.942
O  -37.027  -28.056  -9.354
H  -35.165  -29.005  -9.714
H  -35.271  -27.333  -10.036
H  -35.352  -28.851  -7.414
H  -35.455  -27.081  -7.445
H  -33.512  -28.034  -6.999
H  -37.395  -28.228  -10.224
C  -31.075  -33.505  -4.379
C  -31.114  -34.798  -3.517
O  -31.469  -35.896  -4.404
O  -29.793  -33.436  -4.976
H  -31.110  -32.638  -3.719
H  -31.891  -33.424  -5.098
H  -31.829  -34.722  -2.698
H  -30.146  -34.927  -3.035
H  -31.759  -36.591  -3.808
H  -29.933  -32.722  -5.602
C  -35.116  -33.905  -3.463
C  -35.760  -35.193  -3.989
O  -35.793  -35.168  -5.378
O  -35.262  -33.867  -2.079
H  -35.619  -33.022  -3.858
H  -34.085  -33.723  -3.768
H  -36.825  -35.142  -3.762
H  -35.288  -36.109  -3.635
H  -35.995  -36.051  -5.699
H  -36.153  -34.194  -1.936
C  -31.376  -25.017  -7.582
C  -30.460  -23.861  -7.166
O  -29.085  -24.006  -7.620
O  -30.942  -26.182  -6.854
H  -31.383  -25.273  -8.642
H  -32.419  -24.916  -7.283
H  -30.551  -23.712  -6.090
H  -30.923  -22.979  -7.609
H  -28.670  -23.176  -7.375
H  -30.999  -26.046  -5.905
C  -28.085  -28.968  -4.866
C  -27.921  -30.235  -4.013
O  -26.619  -30.771  -4.129
O  -27.567  -27.881  -4.206
H  -29.126  -28.758  -5.110
H  -27.596  -29.038  -5.837
H  -28.669  -30.992  -4.247
H  -28.012  -30.077  -2.938
H  -26.019  -30.174  -4.582
H  -27.491  -27.153  -4.827
C  -34.630  -32.033  -8.011
C  -33.657  -33.147  -7.648
O  -32.339  -32.898  -8.053
O  -34.702  -31.936  -9.406
H  -34.338  -31.072  -7.588
H  -35.587  -32.305  -7.565
H  -34.035  -34.058  -8.113
H  -33.667  -33.289  -6.568
H  -31.822  -33.664  -7.793
H  -33.794  -31.724  -9.634
C  -28.522  -28.132  1.816
C  -27.351  -27.095  1.652
O  -26.122  -27.619  2.012
O  -28.303  -29.176  0.853
H  -29.508  -27.699  1.645
H  -28.522  -28.748  2.715
H  -27.592  -26.329  2.389
H  -27.420  -26.496  0.745
H  -25.867  -28.231  1.317
H  -27.689  -28.954  0.149
C  -35.159  -25.432  -5.209
C  -35.016  -23.965  -4.876
O  -33.793  -23.616  -4.202
O  -35.389  -26.202  -4.036
H  -34.218  -25.752  -5.657
H  -35.918  -25.622  -5.968
H  -35.808  -23.582  -4.231
H  -35.163  -23.263  -5.696
H  -33.764  -22.684  -3.974
H  -34.832  -25.953  -3.294
C  -29.815  -24.155  -2.686
C  -30.679  -25.394  -3.191
O  -31.501  -25.115  -4.285
O  -30.551  -23.076  -2.121
H  -29.301  -23.858  -3.600
H  -29.092  -24.539  -1.966
H  -31.316  -25.791  -2.400
H  -29.897  -26.115  -3.428
H  -32.205  -24.525  -4.005
H  -31.328  -23.439  -1.690
C  -32.856  -24.975  -0.068
C  -34.036  -25.919  -0.280
O  -34.112  -26.377  -1.646
O  -33.031  -23.722  -0.673
H  -31.850  -25.356  -0.241
H  -32.803  -24.740  0.995
H  -34.947  -25.441  0.080
H  -33.940  -26.841  0.294
H  -33.615  -27.190  -1.770
H  -33.798  -23.887  -1.227
C  -29.715  -32.410  -0.701
C  -28.323  -33.056  -0.659
O  -28.241  -34.029  -1.639
O  -30.642  -33.381  -0.333
H  -30.041  -31.978  -1.647
H  -29.940  -31.652  0.049
H  -28.171  -33.520  0.315
H  -27.480  -32.398  -0.871
H  -28.964  -34.613  -1.398
H  -31.491  -33.069  -0.654

Properties
* spin multiplicity: 1
* highest occupied orbital energy: -9.2 eV